[1]
Density functional theory data (ωB97M-V with the def2-TZVPD basis set) for 3 unconnected molecules or ions with the total composition C2H9NO in a non-equilibrium geometry.

Results
Spin multiplicity: 2
LUMO energy (spin up / spin down): -7.955 / -8.497 eV
Gap between HOMO and LUMO (spin up / spin down): 8.27 / 6.21 eV
Net charge: +1
Calculated total energy: -5743.0888 eV
ΔE to the lowest compared entry with this formula, charge and spin: 5.192 eV

Each line ends with the Mulliken charge.
Element x y z (Å)
1 N -2.3394 -0.8016 -0.1355  -0.51
2 H -2.8063 0.0116 -0.5321  0.31
3 H -1.0766 1.2953 3.2504  -0.01
4 H -1.3064 -0.6163 -0.5190  0.31
5 H -2.2809 -0.5295 0.8171  0.29
6 C 0.7675 0.4487 -0.3734  -0.10
7 O 0.1938 -0.6826 -0.7033  -0.46
8 C 2.0313 0.5066 0.4603  -0.14
9 H -0.0198 1.1067 -0.0274  0.36
10 H 1.1585 0.9449 -1.3716  0.33
11 H 2.6521 -0.3040 0.8262  0.30
12 H 2.4717 1.4552 0.5295  0.31
13 H -0.7598 1.9762 3.0808  0.01

Forces on atoms 1 to 2 (eV/Å):
1.84 1.47 -1.51
-0.80 -0.10 -0.34

[2]
Density functional theory data (ωB97M-V with the def2-TZVPD basis set) for 3 unconnected molecules or ions with the total composition C2H9NO2 in a non-equilibrium geometry.

Results
Spin multiplicity: 2
LUMO energy (spin up / spin down): 3.392 / 3.392 eV
Gap between HOMO and LUMO (spin up / spin down): 2.95 / 6.94 eV
Net charge: -1
Calculated total energy: -7803.1156 eV
ΔE to the lowest compared entry with this formula, charge and spin: 0.495 eV

Each line ends with the Mulliken charge.
Element x y z (Å)
1 C 1.6142 1.7334 -1.3327  -0.98
2 C -0.4838 2.2431 -0.4354  -0.93
3 N 0.4719 1.3040 -0.5812  -0.30
4 H 1.8893 2.8032 -1.1706  0.32
5 H 1.4054 1.7261 -2.4242  0.22
6 H 2.5150 1.1770 -1.0701  0.25
7 H -1.2573 2.0834 0.3196  0.19
8 H -0.4940 3.2630 -0.8243  0.24
9 H -1.2057 -3.1824 1.2923  0.33
10 H -2.1007 -3.7060 2.4003  0.29
11 O -2.0271 -2.9849 1.7998  -0.63
12 H -0.3488 -1.2789 0.0913  0.31
13 H 1.0022 -0.5829 0.0187  0.44
14 O 0.5897 -1.4317 0.2384  -0.75

Forces on atoms 1 to 2 (eV/Å):
-0.57 0.87 -0.24
-0.96 -0.05 0.42

[3]
Density functional theory data (ωB97M-V with the def2-TZVPD basis set) for 3 unconnected molecules or ions with the total composition C2H9NO2 in a non-equilibrium geometry.

Results
Spin multiplicity: 1
Structure (SMILES): C=NC.O.O
LUMO energy: 0.104 eV
Gap between HOMO and LUMO: 8.87 eV
Calculated total energy: -7801.9009 eV
ΔE to the lowest compared entry with this formula, charge and spin: 2.825 eV

Each line ends with the Mulliken charge.
Element x y z (Å)
1 C 2.0746 1.5858 0.1991  -0.38
2 N 1.2266 0.6555 -0.2416  -0.31
3 C 1.6201 -0.7222 -0.7950  -0.71
4 H 1.9597 2.5210 -0.3423  0.27
5 H 2.8337 1.3394 1.0088  0.28
6 H 2.7104 -0.5302 -0.9719  0.34
7 H 1.4496 -1.5157 0.0272  0.25
8 H 1.0446 -1.1695 -1.6954  0.24
9 O -2.2996 -0.9844 2.0652  -0.64
10 H -2.5763 -1.8737 2.3427  0.32
11 H -2.2799 -1.1587 1.0255  0.32
12 O -1.8377 0.0114 -1.1824  -0.63
13 H -0.8583 0.0728 -1.1139  0.35
14 H -1.9396 0.3282 -2.0771  0.29

Forces on atoms 1 to 2 (eV/Å):
-2.25 -4.26 -0.41
2.01 1.82 -2.42

[4]
Density functional theory data (ωB97M-V with the def2-TZVPD basis set) for 2 unconnected molecules or ions with the total composition C2H9NO2 in a non-equilibrium geometry.

Results
Spin multiplicity: 1
Structure (SMILES): CNCO.O
LUMO energy: 0.718 eV
Gap between HOMO and LUMO: 10.19 eV
Calculated total energy: -7803.8157 eV
ΔE to the lowest compared entry with this formula, charge and spin: 0.910 eV

Each line ends with the Mulliken charge.
Element x y z (Å)
1 C -0.8783 0.8755 1.4865  -0.64
2 N -1.4009 0.7002 0.0636  -0.40
3 C -1.1965 -0.5790 -0.6085  -0.36
4 O 0.0492 -1.0994 -0.7930  -0.47
5 H -1.4053 1.7795 1.9814  0.23
6 H 0.1477 1.0638 1.3820  0.27
7 H -1.0264 -0.0564 2.1307  0.26
8 H -0.8520 1.3745 -0.4751  0.25
9 H -1.8165 -1.3445 -0.1186  0.31
10 H -1.5520 -0.6305 -1.6418  0.28
11 H 0.6296 -0.3397 -0.7620  0.29
12 O 3.1216 -0.2073 -0.7839  -0.68
13 H 3.0858 -0.9454 -0.1498  0.33
14 H 3.0942 -0.5915 -1.7113  0.33

Forces on atoms 1 to 2 (eV/Å):
-2.41 -0.58 -0.01
0.96 -0.12 0.08